The following is a DFT calculation (ωB97M-V/def2-TZVPD) of a 11-piece molecular cluster, C34H88N6O18 overall at a distorted geometry.

Results
- E_LUMO (eV) = 0.169
- E (a.u.) = -3030.93629
- SMILES = CC1(C)CCCC(C)(C)N1O.CC1(C)CCCC(C)(C)N1O.NC(N)=O.NC(N)=O.OCCO.OCCO.OCCO.OCCO.OCCO.OCCO.OCCO
- F_max (eV/Å) = 3.3
- total charge = 0
- Kohn-Sham gap (eV) = 8.41

```
146
Properties=species:S:1:pos:R:3:forces:R:3:lowdin_charge:R:1
C 1.6882 5.0422 4.6199 -0.3434 0.0691 -0.2389 -0.023
C 1.3533 5.3548 3.1380 0.3279 0.6469 0.4236 -0.475
C 1.5500 6.8723 2.9162 0.4811 0.1960 0.7159 -0.121
C 3.0168 7.2610 2.7642 0.2609 -0.7663 -0.2272 -0.163
C 3.7936 6.3919 1.7787 0.0726 0.8495 -0.7678 -0.140
C 3.6153 4.8893 1.9356 -0.8362 0.0593 0.4903 -0.511
N 2.1703 4.6355 2.1671 -0.2302 -0.0254 -0.7183 -0.078
O 1.9621 3.2338 2.3419 0.0699 0.1632 0.1153 -0.032
C 3.9644 4.1770 0.6357 0.8276 -0.6358 0.4893 -0.022
C 4.4972 4.3726 3.0665 0.3763 -0.4695 0.4341 -0.022
C -0.1237 5.0366 2.8616 -0.4848 -0.6414 0.3590 -0.023
H 0.8011 5.2010 5.2357 -0.0501 -0.1270 -0.0326 0.084
H 2.4235 5.7400 5.0181 0.3339 -0.2924 -0.0640 0.069
H 2.0023 4.0032 4.7069 0.1078 0.0600 0.2236 0.076
H 0.8963 7.2636 2.1383 0.2553 -0.0431 -0.0929 0.106
H 1.2816 7.3186 3.8795 -0.6102 0.1857 -0.2499 0.121
H 3.4802 7.1209 3.7452 0.1205 0.2786 -0.0089 0.102
H 3.1529 8.2959 2.4521 -0.1905 0.1139 0.2543 0.114
H 4.8446 6.6917 1.8536 0.1006 -0.4660 0.1683 0.122
H 3.5687 6.6784 0.7414 -0.4469 -0.0922 0.1371 0.117
H 4.9940 4.4557 0.3931 -0.1315 -0.0171 -0.3592 0.098
H 3.9787 3.1027 0.8257 0.1725 0.0142 0.0683 0.060
H 3.2839 4.3238 -0.1970 -0.0568 0.4915 0.0231 0.077
H 4.2811 4.8028 4.0451 -0.1447 0.2625 -0.1636 0.071
H 4.3969 3.2923 3.2000 -0.0269 0.0339 -0.1936 0.088
H 5.5506 4.5822 2.8638 -0.0453 -0.0381 -0.1302 0.090
H -0.2783 4.3493 2.0247 0.2375 -0.2359 0.1088 0.080
H -0.6847 5.9339 2.5952 -0.1312 0.0313 0.7325 0.091
H -0.6172 4.5471 3.7018 -0.0010 0.1242 0.0384 0.094
H 1.3534 3.0151 1.6257 0.0341 -0.2157 -0.1140 0.085
C -0.1408 -7.1208 0.7522 -0.1617 0.2231 -0.4222 -0.016
C 0.9367 -6.0327 0.9296 0.1132 -0.6447 0.0197 -0.518
C 0.6887 -4.8040 0.0803 0.5208 1.2509 -0.3099 -0.142
C -0.4942 -3.9749 0.5444 -0.1694 0.3390 0.6268 -0.169
C -0.1622 -3.4304 1.9517 -0.6148 -0.5763 -1.1724 -0.126
C 0.1607 -4.5996 2.8892 -0.0484 0.4591 1.0093 -0.507
N 1.1434 -5.4994 2.2807 0.4932 0.6889 -0.3160 -0.112
O 1.6391 -6.4446 3.1873 -0.3227 -0.2319 0.0268 -0.008
C 0.7801 -4.0019 4.1620 0.2242 -0.7923 0.2186 -0.030
C -1.1372 -5.3314 3.2707 -0.4758 -0.0697 0.4727 -0.029
C 2.2502 -6.6516 0.4688 1.0682 0.5036 -0.2539 -0.042
H -1.1308 -6.8863 1.1345 0.1097 0.0372 0.2882 0.063
H 0.2175 -8.0726 1.1447 -0.1641 -0.0344 0.1242 0.082
H -0.2992 -7.2424 -0.3236 0.1666 -0.1706 0.0276 0.092
H 1.5806 -4.1742 0.2231 -0.0640 -0.0242 0.1279 0.112
H 0.7297 -4.9380 -1.0038 -0.4708 -0.7125 0.0848 0.116
H -1.4150 -4.5574 0.6015 -0.0501 0.0134 -0.4055 0.102
H -0.6535 -3.1128 -0.1092 -0.1399 -0.2174 -0.2323 0.087
H -1.0104 -2.8849 2.3759 -0.0430 -0.0580 0.0156 0.110
H 0.6087 -2.6824 1.7707 0.5041 -0.2254 0.7243 0.100
H 1.8320 -3.7915 3.9691 -0.0801 0.3919 0.0321 0.090
H 0.2195 -3.1351 4.5073 0.1035 0.1905 -0.2098 0.082
H 0.7672 -4.7226 4.9850 -0.0129 -0.0342 -0.0974 0.079
H -1.8308 -5.3928 2.4357 -0.0076 -0.2781 0.0043 0.064
H -0.9342 -6.3249 3.6848 0.0650 -0.1171 -0.4119 0.080
H -1.7005 -4.8857 4.0994 0.2751 0.5146 -0.1777 0.087
H 3.0461 -5.8973 0.5052 -0.1858 0.0932 -0.0128 0.089
H 2.1856 -6.9616 -0.5762 -0.1609 -0.1603 0.0694 0.088
H 2.6513 -7.4633 1.0734 -0.5214 -0.1896 0.0722 0.080
H 0.9171 -7.0615 3.3900 -0.0159 -0.0592 0.0032 0.090
C -3.8181 2.4186 -3.1943 -0.0857 0.4334 0.3745 -0.204
C -5.0313 1.6314 -2.7788 0.4062 -0.6144 0.5434 -0.221
O -4.6143 0.4939 -2.0123 0.0381 0.3485 -0.0449 -0.074
O -3.1559 3.0404 -2.0624 -0.4526 -0.3382 -0.6082 -0.077
H -4.1592 3.2118 -3.8637 0.2109 -0.1725 -0.3019 0.129
H -3.0816 1.7811 -3.6823 -0.1294 -0.0223 -0.2240 0.112
H -5.5585 1.2553 -3.6584 -0.1974 0.3741 -0.0911 0.123
H -5.6460 2.2892 -2.1580 -0.2737 -0.0635 -0.2163 0.126
H -5.3198 0.2780 -1.3971 0.0415 -0.1037 0.0227 0.069
H -3.5390 3.9200 -2.0080 0.2567 0.0931 0.3447 0.096
C -4.4932 -2.1187 0.6296 -1.9590 -0.0228 -0.1613 -0.210
C -4.2289 -1.6631 2.0517 1.3179 -0.4365 -0.3426 -0.261
O -5.3579 -1.4463 2.8484 -0.5385 0.1219 -0.0173 -0.042
O -5.3581 -3.2770 0.6037 0.8806 -0.3096 0.3277 -0.068
H -3.5618 -2.3477 0.1205 -0.0284 -0.1806 -0.0931 0.110
H -5.0984 -1.4129 0.0455 0.7125 0.6328 0.1149 0.104
H -3.6467 -0.7386 2.0553 -0.1282 0.0755 -0.0996 0.112
H -3.5628 -2.4361 2.4678 -0.1945 0.0742 0.2808 0.118
H -5.8052 -2.2834 3.0032 0.1050 -0.0576 0.1314 0.084
H -6.1413 -3.0534 1.1145 -0.0973 0.0648 -0.1479 0.066
C 3.2814 -2.6329 -4.0857 0.8775 -1.2790 0.1049 -0.237
C 1.9041 -2.1294 -4.3838 0.4868 1.8993 -0.2559 -0.261
O 1.2313 -2.8528 -5.3997 -0.2584 -0.1763 0.4517 -0.068
O 3.1955 -3.9287 -3.4752 -0.2010 0.2727 -0.1249 -0.067
H 3.8975 -1.9840 -3.4554 -0.5217 0.3781 0.1314 0.123
H 3.8527 -2.7234 -5.0231 -0.2502 0.0547 -0.0949 0.120
H 2.0407 -1.0816 -4.7129 0.0854 -0.1344 -0.1515 0.123
H 1.2937 -1.9611 -3.4967 -0.2282 -0.9366 0.0325 0.100
H 1.6209 -2.5896 -6.2377 0.0364 -0.1354 -0.0242 0.085
H 4.0744 -4.3172 -3.4550 -0.0205 0.0088 0.0537 0.082
C -0.8921 0.1130 -1.8970 -2.6108 -0.2158 -1.9719 -0.214
C -1.4445 0.0900 -0.5108 1.0234 -0.3496 1.0134 -0.205
O -0.5695 0.8593 0.3417 -0.4296 -0.4063 -0.2670 -0.069
O -0.8159 1.4347 -2.4401 1.2470 0.2811 0.1875 -0.084
H -1.6055 -0.3615 -2.5958 -0.1059 -0.5237 0.5844 0.107
H -0.0201 -0.5218 -2.0489 0.6645 0.8079 0.3321 0.110
H -1.4163 -0.9672 -0.2212 0.0077 0.1557 0.4183 0.104
H -2.4560 0.4545 -0.3294 -0.1681 -0.0329 -0.7799 0.119
H -0.8587 1.7626 0.1691 0.3540 0.2232 0.3246 0.062
H -1.6964 1.8313 -2.4005 0.0582 -0.0219 0.2158 0.035
C -0.0913 1.2001 4.2966 0.0648 0.7049 -0.5746 -0.228
C -1.4117 1.4188 3.5515 1.0887 -0.9811 0.1775 -0.266
O -2.4688 1.8028 4.3887 -0.3351 0.3715 0.0071 -0.047
O 0.8028 0.6916 3.3110 0.0777 -0.1966 0.2647 -0.078
H -0.1840 0.5185 5.1461 -0.0878 -0.0185 0.0004 0.117
H 0.2570 2.1827 4.6330 0.0393 -0.1458 0.3150 0.105
H -1.5566 0.4718 3.0160 -0.4994 0.1761 -0.0939 0.107
H -1.1941 2.1840 2.8084 -0.4193 0.1406 -0.0255 0.099
H -2.9368 1.0354 4.7252 0.0953 -0.0971 -0.0504 0.086
H 1.6499 1.1372 3.4047 0.0189 0.0333 -0.0745 0.069
C -0.8182 -0.7990 -6.8374 1.3046 1.4496 0.4433 -0.235
C -1.2530 -2.0768 -7.4896 -0.1661 -0.2155 0.6114 -0.249
O -2.3008 -1.8217 -8.3999 -0.1786 0.1941 -0.1819 -0.047
O -1.4918 -0.4835 -5.6123 -0.5892 -0.5240 -0.1284 -0.076
H -0.8774 0.0586 -7.5177 -0.4646 -0.2476 -0.2361 0.127
H 0.2457 -0.8112 -6.5718 0.0125 -0.5370 -0.2371 0.097
H -1.5858 -2.7496 -6.6867 0.0131 -0.0855 -0.1326 0.119
H -0.3872 -2.5479 -7.9614 -0.0458 0.0650 -0.1652 0.121
H -2.2921 -2.4518 -9.1237 0.0571 -0.1218 0.1051 0.087
H -0.9696 0.1850 -5.1597 -0.0418 0.0359 0.0828 0.077
C 0.0371 4.8039 -1.5118 -0.0351 0.8223 -0.3338 -0.241
C 0.6063 5.8968 -0.6285 0.4832 -0.3952 0.2092 -0.235
O -0.2854 6.2759 0.4019 0.0487 0.3711 -0.6532 -0.078
O 0.3133 3.5696 -0.9049 0.2131 -0.5398 0.6233 -0.073
H 0.5026 4.9209 -2.5030 -0.0632 -0.4100 0.0281 0.122
H -1.0439 4.9489 -1.6058 0.0125 0.0858 -0.1274 0.111
H 0.9451 6.7665 -1.1917 -0.5724 0.2122 -0.1433 0.120
H 1.5365 5.4952 -0.2077 -0.1595 -0.0240 0.1512 0.088
H -0.1551 5.6869 1.1528 0.0710 0.1441 -0.7488 -0.014
H -0.1111 2.8312 -1.3683 0.1312 0.0764 -0.4390 0.034
C 3.3829 -0.2444 0.3913 -0.9872 0.1483 -0.0620 -0.677
O 4.4732 -0.0774 0.8800 0.7601 0.0152 0.3819 0.038
N 2.7174 0.7607 -0.2744 0.3397 -0.4299 -0.2123 0.175
N 2.6862 -1.4348 0.4696 0.5610 0.7715 -0.6796 0.162
H 3.0054 1.6834 -0.0120 -0.1000 0.2054 -0.2528 0.058
H 1.7991 0.6161 -0.6548 -0.1578 0.2515 0.3078 0.065
H 1.7063 -1.3375 0.2702 -0.1476 -0.5565 0.5018 0.070
H 3.0608 -2.0534 1.1659 -0.4107 -0.3056 0.0353 0.100
C -2.3677 -3.5403 -3.0097 0.9348 -1.9508 -2.2446 -0.675
O -2.7197 -4.5559 -2.4404 -1.2284 0.6202 1.2842 0.028
N -3.1457 -2.6402 -3.6790 -0.4643 0.2307 0.6057 0.170
N -1.0356 -3.4280 -3.3237 0.6645 1.2691 0.1909 0.158
H -2.7420 -2.0332 -4.3750 0.0139 0.1424 0.1327 0.061
H -4.1358 -2.8027 -3.7018 0.0101 -0.0237 0.0566 0.105
H -0.4480 -4.1692 -2.9869 -0.0707 -0.1494 -0.1272 0.093
H -0.8001 -3.0276 -4.2185 0.2953 0.0287 0.0897 0.059
```
Positions in Å, forces in eV/Å.